Entry i
ORCA calculation (ωB97M-V/def2-TZVPD) on an isolated ion of composition C3H4N3S and charge +1.

Summary:
HOMO-LUMO gap (spin up / spin down)   5.8 / 5.8 eV
HOMO energy (spin up / spin down)   -13.51 / -13.51 eV

ORCA input file:
```
! RIJCOSX wB97M-V def2-TZVPD def2/J DEFGRID3
* xyz 1 1
S 0.67101 -2.79968 -0.33676
N -1.39637 0.98108 0.35380
N 1.12720 -1.26574 -0.49891
N 0.72113 1.06297 -0.09395
C -1.00292 -0.29024 0.20332
C 0.31484 -0.21514 -0.20965
C -0.36777 1.83469 0.30300
H 1.59686 1.49389 -0.09910
H 2.17511 -1.16036 -0.64457
H -2.24780 1.45624 0.59408
H -1.59130 -1.09771 0.42874
*
```


Entry ii
ORCA calculation (ωB97M-V/def2-TZVPD) on C3H4N3S as an isolated structure.

Summary:
HOMO-LUMO gap   8.4 eV
HOMO energy   -13.98 eV

ORCA input file:
```
! RIJCOSX wB97M-V def2-TZVPD def2/J DEFGRID3
* xyz 1 1
S 1.96353 -0.36168 0.26915
N -0.40967 -1.26841 -0.24860
N -0.12968 1.07872 -1.11801
N 0.99964 0.80564 1.12851
C -1.10406 -0.29819 0.24355
C -0.02199 0.75182 0.14737
C 0.62098 -0.61988 -0.89277
H -0.85016 -2.19003 -0.35771
H -2.14216 -0.25096 0.37020
H 0.52048 1.72417 -1.55444
H 0.55309 0.62880 2.01274
*
```


Stability check: which of them is least stable? entry ii.


Entry i
ORCA calculation (ωB97M-V/def2-TZVPD) on an isolated ion of composition C4H9NOS and charge +1.

Summary:
HOMO-LUMO gap (spin up / spin down)   8.9 / 4.0 eV
HOMO energy (spin up / spin down)   -13.35 / -13.33 eV

ORCA input file:
```
! RIJCOSX wB97M-V def2-TZVPD def2/J DEFGRID3
* xyz 1 2
S 1.83723 1.45966 -0.31884
O -3.24450 1.18001 -0.65802
N -1.23351 0.80635 0.29813
C 0.45984 -1.02109 -0.12112
C -2.61484 0.61269 0.18560
C -0.42668 -0.28883 0.85267
C 1.71579 -0.35171 -0.63615
H 0.15644 0.05712 1.71287
H -0.11693 -1.49904 -0.91641
H 2.65448 -0.66528 -0.14921
H 3.11388 1.52801 -0.79403
H 1.95789 -0.51901 -1.69024
H -1.21449 -0.93153 1.24007
H -0.94494 1.55995 -0.31262
H -3.04612 -0.03072 0.96585
H 0.94648 -1.89657 0.34146
*
```


Entry ii
ORCA calculation (ωB97M-V/def2-TZVPD) on an isolated ion of composition C4H9NOS and charge +1.

Summary:
HOMO-LUMO gap (spin up / spin down)   10.2 / 4.6 eV
HOMO energy (spin up / spin down)   -14.01 / -13.74 eV

ORCA input file:
```
! RIJCOSX wB97M-V def2-TZVPD def2/J DEFGRID3
* xyz 1 2
S 1.28470 2.10196 0.69846
O 1.21774 0.34844 -2.12823
N 0.03066 -2.16181 -0.19115
C -0.60954 -0.04400 0.80356
C -0.31693 1.46962 1.17667
C 0.28930 -0.23107 -1.51859
C 0.39464 -0.72884 -0.08631
H 0.49828 -2.52560 -1.00002
H 1.00992 2.03002 -0.60442
H -1.16719 2.14133 0.86060
H 1.43656 -0.75321 0.36834
H -1.47389 -0.06958 0.14862
H -0.65364 -0.65377 1.61546
H -0.26569 1.68394 2.21614
H -0.73150 -0.30880 -2.07567
H -0.94342 -2.29865 -0.28345
*
```


Stability check: which of them is least stable? entry ii.


Entry i
ORCA calculation (ωB97M-V/def2-TZVPD) on one molecule with the formula C3H3Cl.

Summary:
HOMO-LUMO gap (spin up / spin down)   7.6 / 8.0 eV
HOMO energy (spin up / spin down)   -8.33 / -9.13 eV

ORCA input file:
```
! RIJCOSX wB97M-V def2-TZVPD def2/J DEFGRID3
* xyz 0 1
Cl -1.84884 -1.37309 0.82974
C 1.51173 0.65136 -0.27310
C 0.38227 0.06744 0.28059
C -0.89495 -0.32701 -0.12230
H -1.21210 -0.24909 -1.15010
H 1.43122 1.57488 -0.82926
H 0.63067 -0.34449 1.26443
*
```


Entry ii
ORCA calculation (ωB97M-V/def2-TZVPD) on one molecule with the formula C3H3Cl.

Summary:
HOMO-LUMO gap (spin up / spin down)   9.0 / 7.5 eV
HOMO energy (spin up / spin down)   -9.22 / -7.97 eV

ORCA input file:
```
! RIJCOSX wB97M-V def2-TZVPD def2/J DEFGRID3
* xyz 0 1
Cl -2.23684 0.09883 -0.21090
C -0.73809 0.39742 0.30382
C 0.35418 -0.55915 0.40965
C 1.25516 -0.31920 -0.58166
H 1.24845 0.50873 -1.28164
H 0.40796 -1.52692 0.84825
H -0.29082 1.40030 0.51247
*
```


Stability check: which of them is least stable? entry ii.


Entry i
ORCA calculation (ωB97M-V/def2-TZVPD) on an isolated ion of composition C4H13N3 and charge +2.

Summary:
SMILES string   N/C=[NH+]\CCC[NH3+]
HOMO-LUMO gap   11.9 eV
HOMO energy   -18.64 eV

ORCA input file:
```
! RIJCOSX wB97M-V def2-TZVPD def2/J DEFGRID3
* xyz 2 1
N -1.03303 2.50534 1.52850
N -0.71846 1.43012 -0.46113
N 0.22680 -2.90735 -0.41035
C 0.63923 0.94474 -0.18077
C 0.63285 -1.53728 -0.93120
C 0.69882 -0.54718 0.25667
C -1.41747 2.23656 0.33282
H -0.95494 1.13787 -1.38987
H 1.14526 1.59746 0.52700
H 1.01891 -3.46973 -0.10758
H 1.57866 -1.58378 -1.48984
H -0.06586 -0.86832 0.96298
H 1.24319 0.90961 -1.09851
H 1.61313 -0.56983 0.84528
H -0.37402 -2.77498 0.39986
H 0.00299 -1.21411 -1.75817
H -0.15403 2.34535 2.01228
H -0.28554 -3.37535 -1.15482
H -2.28873 2.68837 -0.12747
H -1.50777 3.05249 2.24432
*
```


Entry ii
ORCA calculation (ωB97M-V/def2-TZVPD) on an isolated ion of composition C4H13N3 and charge +2.

Summary:
SMILES string   C=[NH+]CN([NH3+])CC
HOMO-LUMO gap   10.0 eV
HOMO energy   -18.76 eV

ORCA input file:
```
! RIJCOSX wB97M-V def2-TZVPD def2/J DEFGRID3
* xyz 2 1
N -1.50036 1.13113 -0.92980
N 0.62527 -1.64411 -0.13051
N -0.58101 0.31245 -0.17960
C -0.83591 -1.18694 -0.27213
C 1.08903 1.80096 0.59775
C -0.03806 0.84310 1.06378
C 1.19904 -2.75970 -0.03060
H 2.20292 -3.00872 -0.08456
H 0.59281 -3.64798 0.24223
H 0.68272 2.76350 0.36690
H -1.61183 -1.39906 0.43971
H 1.18401 -0.80568 -0.29563
H -1.19438 -1.47630 -1.25212
H -2.00900 0.81905 -1.79968
H 0.59817 -0.00930 1.48388
H 1.88329 2.15408 1.21318
H 1.49336 1.41416 -0.34592
H -2.24857 1.67782 -0.45767
H -0.85876 1.27504 1.59157
H -0.67273 1.74648 -1.22078
*
```


Stability check: which of them is least stable? entry ii.


Entry i
ORCA calculation (ωB97M-V/def2-TZVPD) on C17H30BrCaN9O5S as an isolated structure.

Summary:
HOMO-LUMO gap   4.1 eV
HOMO energy   0.60 eV

ORCA input file:
```
! RIJCOSX wB97M-V def2-TZVPD def2/J DEFGRID3
* xyz -2 1
Br -0.27217 -4.44656 -2.28278
Ca -0.40942 -1.41056 -1.05482
S 2.10123 -0.64882 -2.81398
O 2.08953 -1.06794 -1.35460
O -1.99899 -2.20170 0.16058
O 3.08002 -1.44694 -3.55276
O 0.71467 -0.86733 -3.32010
O 2.43189 0.80471 -2.84210
N 0.40872 -3.57269 0.18532
N -0.78804 2.98285 -3.06533
N 0.63816 1.91601 2.12548
N -2.57426 -0.81141 -2.32195
N -2.52066 1.45315 -2.89301
N -4.58786 0.44733 -2.59188
N -0.66105 1.13503 -1.51956
N 1.85424 1.12284 0.27857
N 0.35282 -0.29351 1.26474
C 0.27380 -5.99174 1.51018
C -0.27739 1.64385 3.21588
C 0.61864 -4.83438 2.20469
C 0.89106 -4.83078 3.68391
C -1.24330 1.79214 -2.42510
C 0.01465 -5.92993 0.15254
C -1.58895 4.15602 -2.74570
C -3.18488 0.25077 -2.57561
C 0.10358 -4.68068 -0.44559
C 1.68709 2.86725 2.42614
C 0.62987 3.25316 -2.86851
C -1.36971 0.70678 2.72801
C 2.93653 2.05465 0.46060
C -0.74265 -0.56830 2.19920
C 0.67879 -3.65228 1.48590
C 2.41723 3.29481 1.16534
C 0.94118 0.84404 1.26743
H 1.88587 -4.43820 3.90509
H 0.92749 4.02245 -3.58532
H -4.83841 1.26385 -2.04892
H -0.67052 2.61152 3.55315
H 0.83233 3.63356 -1.85359
H 1.21881 2.34513 -3.03463
H 0.20511 -6.94146 2.03149
H 0.25747 1.51129 -1.27434
H -1.45118 -1.23464 1.61698
H 1.71865 3.82124 0.50890
H -2.07579 0.47940 3.53131
H 3.23501 3.97514 1.41890
H 2.05994 0.30162 -0.32752
H 3.75893 1.62837 1.06233
H 0.92706 -2.71172 1.96494
H 0.24510 1.19104 4.07711
H -1.42852 4.49376 -1.70930
H -5.05105 -0.37773 -2.23368
H -1.92049 1.19456 1.91699
H 0.16985 -4.20182 4.20998
H -0.35272 -1.15512 3.05015
H -3.08570 -1.52201 -1.78448
H -2.65277 3.96948 -2.87589
H -2.79693 1.89548 -3.75296
H 0.82583 -5.84028 4.09506
H 3.33814 2.26935 -0.53100
H -0.25866 -6.80486 -0.41890
H -1.29164 4.96700 -3.41561
H 2.41333 2.45676 3.15153
H 1.21110 3.72701 2.91111
*
```


Entry ii
ORCA calculation (ωB97M-V/def2-TZVPD) on C17H30BrCaN9O5S as an isolated structure.

Summary:
HOMO-LUMO gap   5.8 eV
HOMO energy   -1.33 eV

ORCA input file:
```
! RIJCOSX wB97M-V def2-TZVPD def2/J DEFGRID3
* xyz -2 1
Br -2.06039 2.80205 -4.31407
Ca 0.02004 0.64277 -1.48143
S 1.52262 2.04654 0.97512
O 0.62755 2.61594 -0.08055
O 1.85180 0.66535 0.50019
O 0.74445 1.95157 2.24387
O 2.73319 2.85669 1.14059
O 0.71181 0.67194 -3.55180
N -1.84007 -1.36682 2.45245
N -1.87520 -0.75602 -1.91578
N 1.48068 -1.48127 -1.24500
N -1.82980 2.63469 -1.55611
N -3.64025 -2.38948 -1.64034
N -2.62340 -1.56065 0.26642
N 3.41511 -0.37834 -1.74346
N 3.54936 -2.35179 -0.49515
N -1.08932 0.12558 0.74599
C -3.39380 4.27726 -2.30151
C -2.46595 3.26974 -2.51786
C -1.80468 -0.85221 1.11921
C -3.65762 4.63155 -0.98799
C 2.75244 -1.41648 -1.14897
C 1.46455 -3.08564 0.57375
C -0.86875 -0.75630 3.34912
C 5.58828 -1.10817 -1.16046
C 0.82759 -2.66998 -0.74602
C 4.65035 0.08745 -1.16882
C 4.97364 -2.19700 -0.29596
C -3.21144 4.32903 1.49400
C 2.94098 -3.35374 0.35727
C -2.08782 2.99271 -0.29757
C -3.16175 -1.41227 3.05304
C -2.59631 -1.43859 -1.20414
C -2.99882 3.98676 0.04604
H -2.27120 4.63216 1.95708
H -3.09170 -1.89910 4.02851
H -4.53716 -2.10707 -1.25348
H 4.50619 0.49581 -0.15880
H 5.46955 -3.16119 -0.47832
H 3.46601 -3.34904 1.32253
H -0.23008 -2.44614 -0.60305
H 0.12183 -0.75758 2.89819
H -0.56793 0.60089 1.48862
H -3.93496 5.13901 1.60661
H 5.03985 0.89089 -1.79402
H 5.70401 -1.45811 -2.18917
H -1.50874 2.47742 0.45627
H 0.09679 0.02482 -3.92361
H -0.84592 -1.33724 4.27427
H 6.57562 -0.85525 -0.76528
H 0.87623 -3.49125 -1.47901
H -1.10178 0.28948 3.59003
H 1.34911 -2.24654 1.26525
H 0.98649 -3.96744 1.00988
H -3.57531 3.46320 2.05033
H 2.77958 0.31296 -2.11317
H -3.85676 -1.97630 2.43510
H 3.09330 -4.35208 -0.08098
H -3.68374 -2.26560 -2.64488
H -3.87829 4.76208 -3.13637
H -2.82981 -2.49681 0.57846
H 5.15519 -1.94909 0.76218
H -3.58139 -0.40444 3.20604
H -4.37408 5.41869 -0.77329
*
```


Stability check: which of them is least stable? entry i.


Entry i
ORCA calculation (ωB97M-V/def2-TZVPD) on one molecule with the formula C4H9Cl.

Summary:
HOMO-LUMO gap (spin up / spin down)   4.2 / 7.2 eV
HOMO energy (spin up / spin down)   -3.25 / -11.24 eV

ORCA input file:
```
! RIJCOSX wB97M-V def2-TZVPD def2/J DEFGRID3
* xyz 0 3
Cl 1.17536 -3.09542 0.94445
C 0.52959 -0.51872 -0.14492
C -0.19304 1.73112 -1.01050
C 0.14986 -1.71930 1.07035
C -0.40156 0.68784 0.09039
H 0.17709 -0.96623 -1.05421
H -0.97606 2.44996 -0.73667
H -0.24119 1.01176 1.13330
H 1.49319 -0.15430 -0.21247
H 0.24471 -1.42586 2.15119
H -0.81524 -1.91280 0.68790
H 0.74682 2.25559 -0.98834
H -1.47238 0.47563 0.02379
H -0.41716 1.18073 -1.95425
*
```


Entry ii
ORCA calculation (ωB97M-V/def2-TZVPD) on a 2-piece molecular cluster, C4H9Cl overall.

Summary:
HOMO-LUMO gap (spin up / spin down)   5.1 / 5.0 eV
HOMO energy (spin up / spin down)   -4.23 / -9.57 eV

ORCA input file:
```
! RIJCOSX wB97M-V def2-TZVPD def2/J DEFGRID3
* xyz 0 3
Cl -0.53868 1.81480 1.84050
C 0.62088 -0.86622 0.85711
C 0.59265 0.80638 -0.88764
C -1.31469 0.72842 0.63220
C -0.22214 -0.03485 -0.03013
H -0.92028 -1.20179 -0.84244
H 1.25688 -1.67237 0.30726
H 1.29951 -0.33549 1.55024
H 0.99848 0.17251 -1.67643
H -1.96067 1.29225 0.02717
H 0.13778 1.70480 -1.25511
H -0.11455 -1.36173 1.46836
H -1.96911 0.07674 1.20041
H 1.31169 1.21751 -0.19785
*
```


Stability check: which of them is least stable? entry ii.